Formula: C5H8N
Source: the OMol25 dataset
Level of theory: wB97M-V/def2-TZVPD

Geometry as XYZ:
```
14
Properties=species:S:1:pos:R:3:lowdin_charge:R:1
C -1.272 1.401 -1.491 0.1850
C 0.802 -0.333 -0.886 -0.0007
C -0.438 0.772 0.370 0.0904
C -0.199 0.801 -1.006 -0.1757
C 0.652 -1.157 1.652 0.0283
N 0.457 -0.231 0.540 -0.0593
H -1.790 1.948 -0.799 0.0581
H -1.763 1.371 -2.443 0.1026
H 0.548 -1.233 -1.449 0.1461
H 1.871 -0.343 -1.161 0.1525
H -1.137 1.261 1.001 0.1638
H 1.347 -0.783 2.386 0.1003
H -0.167 -1.463 2.224 0.0819
H 1.089 -2.010 1.061 0.1268
```

Spin multiplicity = 1
Net charge = +1
LUMO level = -4.966 eV
Orbital gap = 10.082 eV

***

Formula: C13H46O12
Source: the OMol25 dataset
Level of theory: wB97M-V/def2-TZVPD

Geometry as XYZ:
```
71
Properties=species:S:1:pos:R:3:lowdin_charge:R:1
C 2.018 -3.097 -1.253 -0.1089
O 3.217 -2.816 -1.956 -0.1901
C 4.316 -2.663 -1.080 -0.2009
C 4.424 -1.293 -0.414 -0.2074
O 4.543 -0.164 -1.247 -0.1486
C 3.352 0.204 -1.909 -0.1020
H 1.199 -3.005 -1.969 0.0610
H 1.816 -2.378 -0.454 0.0842
H 2.030 -4.138 -0.912 0.0951
H 5.194 -2.908 -1.678 0.1266
H 4.318 -3.365 -0.234 0.1238
H 5.324 -1.274 0.207 0.1258
H 3.620 -1.194 0.329 0.1172
H 3.534 0.654 -2.884 0.0924
H 2.778 0.927 -1.314 0.0679
H 2.680 -0.635 -2.084 0.0484
C -3.125 1.493 4.575 -0.1081
O -2.401 0.724 3.637 -0.1834
C -1.726 1.475 2.641 -0.2039
C -0.372 2.045 2.996 -0.1891
O -0.496 2.975 4.065 -0.1825
C 0.737 3.534 4.398 -0.1323
H -4.044 1.862 4.105 0.0861
H -2.589 2.319 5.043 0.0797
H -3.391 0.797 5.371 0.0867
H -2.427 2.249 2.303 0.1197
H -1.554 0.773 1.824 0.0961
H -0.133 2.644 2.107 0.1158
H 0.355 1.251 3.170 0.1243
H 1.367 3.764 3.529 0.0851
H 1.322 2.907 5.080 0.0907
H 0.662 4.496 4.911 0.0847
C -2.741 -2.126 1.579 -0.0987
O -1.377 -2.531 1.517 -0.1370
H -3.299 -2.594 0.763 0.0816
H -3.250 -2.281 2.529 0.0920
H -2.773 -1.058 1.364 0.0775
H -1.275 -3.472 1.697 0.1129
C 1.031 -0.769 -3.861 -0.1610
O 1.825 0.316 -4.298 -0.1210
H 1.387 -1.697 -4.312 0.0915
H 1.117 -0.942 -2.782 0.0436
H -0.022 -0.652 -4.135 0.0801
H 1.485 1.091 -3.834 0.0495
C -3.106 0.073 -2.452 -0.1282
O -1.889 -0.201 -1.766 -0.1860
H -3.038 0.963 -3.086 0.0735
H -3.339 -0.736 -3.147 0.0804
H -3.892 0.233 -1.711 0.0757
H -1.602 -1.103 -1.975 -0.0304
C -1.595 -3.594 -1.835 -0.1108
O -1.223 -2.320 -1.358 -0.1403
H -2.597 -3.940 -1.544 0.0851
H -1.585 -3.586 -2.924 0.0936
H -0.911 -4.367 -1.467 0.0848
H -1.179 -2.365 -0.383 0.0740
C -1.682 3.651 -0.487 -0.1501
O -0.693 4.534 -0.984 -0.1105
H -1.856 3.792 0.587 0.0721
H -2.666 3.905 -0.893 0.0863
H -1.460 2.585 -0.593 0.0653
H -0.298 5.011 -0.253 0.0841
O 1.184 2.293 -2.006 -0.0504
H 0.387 2.806 -1.799 0.0309
H 1.911 2.917 -1.890 0.0762
O 0.210 0.386 0.013 -0.0575
H -0.544 -0.031 -0.434 0.0121
H 0.644 0.915 -0.676 0.0106
O 1.016 -1.170 2.241 -0.0857
H 0.168 -1.636 2.112 -0.0037
H 0.983 -0.463 1.582 -0.0165
```

Spin multiplicity = 1
LUMO level = 0.224 eV
SMILES = COCCOC.COCCOC.CO.CO.CO.CO.CO.O.O.O
Orbital gap = 8.948 eV

***

Formula: C29H31Cl4CrFN3O2S
Source: the OMol25 dataset
Level of theory: wB97M-V/def2-TZVPD

Geometry as XYZ:
```
72
Properties=species:S:1:pos:R:3:lowdin_charge:R:1
Cr -0.039 1.058 0.077 0.7479
Cl -6.710 2.290 0.259 0.6158
C -4.988 2.493 0.253 -0.7222
C -4.435 3.759 0.301 -0.7258
Cl -5.450 5.163 0.368 0.6113
C -3.038 3.905 0.294 -0.6152
Cl -2.306 5.478 0.361 0.6485
C -2.194 2.804 0.239 -0.3980
O -0.881 2.881 0.225 -0.2633
C -2.766 1.491 0.197 -0.3917
O -1.944 0.471 0.165 -0.1926
C -4.153 1.365 0.204 -0.6113
Cl -4.809 -0.237 0.159 0.6700
C -0.930 0.579 -3.335 -0.0448
C 0.038 -0.551 -2.974 -0.3754
C 0.624 -1.184 -4.237 -0.0648
C -0.637 -1.574 -2.076 -0.1492
C -1.670 -2.346 -2.597 -0.0436
C -2.336 -3.265 -1.811 -0.0864
C -1.970 -3.409 -0.483 -0.0436
C -0.951 -2.649 0.083 -0.1296
C -0.684 -2.841 1.568 -0.3519
C 0.760 -3.183 1.940 -0.0557
C -1.194 -1.660 2.398 -0.0723
C -0.273 -1.721 -0.725 -0.2092
N 0.733 -0.880 -0.159 -0.0333
C 2.017 -1.306 -0.312 -0.2739
C 2.431 -2.381 -1.133 -0.0282
C 3.761 -2.756 -1.258 -0.1152
C 4.767 -2.094 -0.571 -0.1299
C 4.401 -1.053 0.277 -0.0419
C 3.080 -0.699 0.394 -0.2476
F 2.772 0.271 1.295 0.0158
H -0.436 1.331 -3.957 0.0797
H -1.322 1.074 -2.443 0.0676
H -1.788 0.191 -3.889 0.0812
H 0.864 -0.122 -2.407 0.0988
H -0.161 -1.610 -4.869 0.0701
H 1.328 -1.979 -3.990 0.0703
H 1.151 -0.432 -4.832 0.0746
H -1.964 -2.213 -3.633 0.1050
H -3.146 -3.856 -2.222 0.0942
H -2.502 -4.116 0.145 0.1045
H -1.292 -3.707 1.850 0.1187
H 1.404 -2.306 1.883 0.0620
H 1.178 -3.947 1.283 0.0815
H 0.793 -3.558 2.968 0.0741
H -0.634 -0.751 2.169 0.0330
H -1.076 -1.883 3.465 0.0761
H -2.244 -1.451 2.190 0.0813
H 1.674 -2.931 -1.678 0.1076
H 4.006 -3.586 -1.911 0.0933
H 5.805 -2.384 -0.671 0.0847
H 5.128 -0.513 0.873 0.1106
C -1.365 1.667 4.144 -0.3823
S 0.092 1.925 3.126 0.7851
C 1.247 0.845 3.983 -0.3981
H -1.665 0.619 4.118 0.0293
H -2.170 2.267 3.719 0.0385
H -1.185 1.980 5.172 0.0336
H 1.405 1.178 5.010 0.0335
H 2.189 0.875 3.444 0.0153
H 0.885 -0.185 3.981 0.0291
N 1.777 3.404 0.215 0.0181
C 2.688 4.189 -0.378 -0.0845
C 3.278 3.442 -1.374 -0.0576
C 2.622 2.203 -1.324 -0.1177
N 1.721 2.195 -0.354 -0.0508
H 1.005 3.662 0.823 0.1235
H 2.841 5.206 -0.058 0.1162
H 4.063 3.748 -2.043 0.0900
H 2.780 1.311 -1.911 0.1174
```

Spin multiplicity = 5
Net charge = -1
LUMO level (spin up / spin down) = 2.449 / 2.445 eV
Orbital gap (spin up / spin down) = 6.505 / 6.841 eV

***

Formula: C4H8ClOP
Source: the OMol25 dataset
Level of theory: wB97M-V/def2-TZVPD

Geometry as XYZ:
```
15
Properties=species:S:1:pos:R:3:lowdin_charge:R:1
C -0.439 0.484 1.251 -0.1107
C -0.132 -0.173 -0.109 -0.5816
C -1.237 -1.320 -0.626 -0.0316
C 1.304 -0.623 -0.359 -0.3038
P 0.884 0.879 -1.401 0.8223
O 1.466 2.003 -0.498 -0.8229
Cl 0.348 3.489 -0.084 0.4689
H -1.387 1.143 1.200 0.0998
H 0.450 1.126 1.585 0.0832
H -0.673 -0.239 1.912 0.0209
H -1.029 -2.026 0.145 0.0583
H -0.981 -1.779 -1.532 0.0354
H -2.234 -0.935 -0.733 0.0612
H 2.202 -0.511 0.345 0.1011
H 1.458 -1.518 -1.096 0.0994
```

Spin multiplicity = 1
LUMO level (spin up / spin down) = -1.722 / -1.723 eV
SMILES = CC1(C)CP1OCl
Orbital gap (spin up / spin down) = 7.148 / 7.147 eV